C40H23CaF15GeN3O6PS2 as an isolated structure. Source: OMol25; level of theory: the ωB97M-V functional and the def2-TZVPD basis.

Last column: Löwdin charge in e.
Positions of all 92 atoms, in Å:
1 Ca -0.519313 0.315671 -0.249900  1.107
2 O 3.241282 1.758173 1.571550  -0.037
3 C 2.052035 1.575833 1.242064  -0.542
4 N 1.391741 0.437536 1.130945  -0.094
5 C 2.185960 -0.722561 1.422874  -0.229
6 C 1.570326 -2.014491 0.939916  -0.328
7 C 2.348154 -3.175535 0.993509  -0.046
8 C 1.822286 -4.373144 0.567156  -0.082
9 C 0.513431 -4.400939 0.097225  -0.081
10 C -0.190269 -3.215078 0.074605  -0.146
11 N 0.315648 -2.044904 0.483179  0.029
12 C 1.204060 2.819648 0.970381  -0.194
13 C 1.757956 4.070552 1.197854  -0.030
14 C 0.962363 5.188105 1.005890  -0.078
15 C -0.350793 5.017528 0.600234  -0.058
16 C -0.817184 3.728855 0.388397  -0.116
17 N -0.055533 2.653552 0.563366  0.043
18 H 2.335581 -0.836057 2.509921  0.129
19 H 3.194690 -0.657178 0.997686  0.111
20 H 3.370867 -3.102313 1.341586  0.114
21 H 2.424727 -5.273846 0.584027  0.098
22 H 0.052517 -5.311939 -0.260492  0.093
23 H -1.208581 -3.172870 -0.295324  0.095
24 H 2.789031 4.115446 1.517991  0.108
25 H 1.365108 6.182002 1.165677  0.098
26 H -1.011079 5.857557 0.431796  0.098
27 H -1.837201 3.543233 0.075189  0.096
28 O -2.252360 3.193659 -2.719285  -0.003
29 C -2.437476 2.166937 -2.059451  -0.681
30 O -1.584853 1.241135 -1.871557  -0.304
31 C -3.831589 1.926559 -1.476244  -0.152
32 C -4.873706 2.351583 -2.304323  -0.058
33 C -6.206594 2.164666 -1.984720  -0.125
34 C -6.511078 1.553259 -0.772211  -0.134
35 C -5.494057 1.153252 0.070838  -0.180
36 C -4.125263 1.311834 -0.237143  -0.654
37 S -2.997555 0.772682 1.010826  0.442
38 H -4.589258 2.845236 -3.225498  0.105
39 H -6.990930 2.490077 -2.658471  0.079
40 H -7.543233 1.391004 -0.477290  0.083
41 H -5.729493 0.689733 1.022007  0.074
42 C -0.943433 -3.708296 -3.655292  -0.167
43 O -2.141362 -2.933357 -3.610738  -0.342
44 P -1.975726 -1.454250 -2.898144  0.850
45 O -2.661478 -1.675058 -1.453116  -0.407
46 C -4.037563 -2.005792 -1.261403  -0.114
47 O -3.226799 -0.711045 -3.627492  -0.329
48 C -2.875613 0.141887 -4.718916  -0.134
49 H -0.754150 -4.008322 -4.687775  0.073
50 H -1.064137 -4.604110 -3.042304  0.070
51 H -0.078732 -3.142396 -3.292629  0.032
52 H -4.137467 -2.354019 -0.234970  0.082
53 H -4.343985 -2.787144 -1.960369  0.079
54 H -4.650849 -1.116137 -1.395469  0.072
55 H -3.805761 0.535275 -5.125063  0.083
56 H -2.349851 -0.409663 -5.504270  0.075
57 H -2.250923 0.968138 -4.372654  0.067
58 F 4.955567 1.400669 -5.409543  0.087
59 C 3.651607 1.414587 -5.753796  -0.231
60 C 2.732154 0.741872 -4.968957  -0.121
61 C 1.419001 0.782342 -5.402294  -0.213
62 F 0.446551 0.162527 -4.740002  0.081
63 C 1.042229 1.455735 -6.558403  -0.133
64 F -0.235456 1.465824 -6.953899  0.114
65 C 1.995270 2.115956 -7.308527  -0.136
66 F 1.645936 2.767379 -8.424204  0.111
67 C 3.318851 2.099068 -6.904380  -0.144
68 F 4.249919 2.732872 -7.634292  0.101
69 Ge 3.369086 -0.150756 -3.314863  0.554
70 S 2.002282 -1.123335 -2.066081  0.254
71 C 4.768283 -1.449756 -3.908766  -0.123
72 C 4.880202 -1.996627 -5.171294  -0.210
73 F 4.126650 -1.552330 -6.196014  0.088
74 C 5.748138 -3.033201 -5.478487  -0.146
75 F 5.820866 -3.525476 -6.724704  0.100
76 C 6.544173 -3.563895 -4.484575  -0.141
77 F 7.391438 -4.565158 -4.759021  0.106
78 C 6.458649 -3.055020 -3.201587  -0.140
79 F 7.229346 -3.571743 -2.234134  0.106
80 C 5.574441 -2.023529 -2.938023  -0.248
81 F 5.530610 -1.587431 -1.675375  0.089
82 C 4.292120 1.401821 -2.488990  -0.114
83 C 3.507674 2.493704 -2.146846  -0.222
84 F 2.183812 2.450887 -2.329223  0.100
85 C 4.034826 3.680832 -1.664866  -0.139
86 F 3.256393 4.734608 -1.412136  0.119
87 C 5.399945 3.780394 -1.473599  -0.132
88 F 5.932631 4.912891 -0.997871  0.110
89 C 6.216162 2.715420 -1.794639  -0.139
90 F 7.544664 2.821252 -1.628823  0.100
91 C 5.652730 1.561547 -2.309576  -0.211
92 F 6.519118 0.591703 -2.658989  0.083

Force components x, y, z for each atom (eV/Å):
-0.086 -0.370 0.225
0.056 -0.057 -0.015
-0.105 0.195 0.113
0.201 0.014 0.006
-0.055 -0.129 -0.005
0.003 -0.045 0.048
-0.018 0.007 0.025
0.008 -0.003 0.001
-0.011 0.019 0.000
-0.077 0.049 0.006
0.143 0.137 0.080
0.208 -0.212 0.106
-0.125 0.049 0.014
0.093 -0.006 0.000
-0.065 -0.028 -0.020
-0.036 -0.048 -0.025
0.202 0.058 -0.068
0.045 0.034 -0.009
-0.012 0.041 -0.050
-0.002 -0.008 0.005
-0.006 -0.004 -0.002
0.011 -0.007 0.006
0.013 -0.008 -0.013
-0.002 0.034 0.002
-0.006 0.001 0.001
0.013 0.011 0.010
0.013 0.017 -0.015
-0.008 -0.048 0.013
-0.333 0.033 0.106
-0.035 0.276 -0.395
0.059 0.031 -0.057
0.006 -0.018 0.020
0.004 -0.007 0.017
0.007 0.001 -0.002
0.022 -0.017 0.041
-0.049 -0.040 0.059
-0.029 0.079 -0.154
-0.013 0.007 -0.005
0.010 0.004 -0.010
-0.001 0.006 -0.016
-0.012 0.006 -0.010
-0.042 0.013 -0.010
-0.028 -0.241 -0.159
0.154 0.500 0.131
0.077 -0.281 0.126
-0.005 0.116 0.019
0.053 -0.181 -0.180
-0.007 0.096 0.016
-0.029 -0.010 -0.004
0.005 -0.002 0.025
-0.014 0.004 0.011
0.003 0.014 0.007
0.001 -0.004 0.000
-0.019 -0.022 -0.034
-0.012 0.005 0.024
-0.014 -0.009 0.020
-0.009 -0.033 -0.045
0.011 -0.011 -0.048
0.037 0.004 0.019
0.042 0.067 -0.210
-0.134 -0.016 -0.016
0.098 0.004 -0.010
-0.016 -0.012 0.050
0.049 0.012 -0.019
-0.001 0.009 0.009
-0.001 -0.012 0.012
-0.035 0.008 -0.019
-0.018 -0.006 -0.004
-0.163 -0.057 0.269
-0.152 -0.130 -0.048
0.016 -0.084 0.031
-0.024 -0.005 -0.159
0.000 0.052 0.083
0.008 0.024 0.033
0.005 -0.002 0.013
0.017 -0.011 -0.001
-0.017 0.022 0.005
-0.030 0.019 -0.001
-0.012 0.006 -0.020
0.092 -0.074 0.083
-0.101 -0.081 -0.008
0.163 0.222 -0.032
0.005 0.066 0.015
-0.010 -0.050 -0.012
0.028 -0.069 0.001
-0.005 0.001 0.026
-0.026 0.055 0.019
-0.015 -0.021 -0.011
-0.008 -0.029 -0.001
-0.027 -0.004 -0.006
0.057 -0.043 0.047
0.028 0.124 -0.071

## Properties
**Energy above the lowest of the compared OMol25 structures with the same formula, charge and spin**: 0.5001 eV
**Total energy**: -7544.35485 a.u.
**LUMO energy**: 3.8 eV
**E_HOMO**: -2.05 eV
**Net charge**: -2
**Multiplicity**: 1


C40H24BrCl7N6O4Ti as an isolated structure. Source: OMol25; level of theory: the ωB97M-V functional and the def2-TZVPD basis.

Last column: Löwdin charge in e.
Positions of all 83 atoms, in Å:
1 Ti 0.501515 0.192683 0.784045  0.925
2 Cl 5.950013 3.455152 -1.901865  0.599
3 C 4.524792 2.457818 -1.758085  -0.692
4 C 3.971319 2.261108 -0.504338  -0.042
5 C 2.838645 1.472256 -0.339809  -0.208
6 N 2.197070 1.271227 0.886167  -0.009
7 C 2.600445 1.783353 2.058004  -0.442
8 O 3.625914 2.403809 2.354733  0.022
9 C 1.558705 1.560920 3.138391  -0.150
10 C 1.770005 2.000935 4.432294  0.006
11 C 0.750704 1.866803 5.360968  -0.054
12 C -0.468529 1.346904 4.947327  -0.049
13 C -0.603935 0.932303 3.633131  -0.161
14 N 0.400865 0.993532 2.757278  0.026
15 C 2.253693 0.815196 -1.463996  -0.206
16 C 2.833186 1.045732 -2.711724  -0.043
17 C 3.945304 1.858004 -2.857987  -0.684
18 Cl 4.601214 2.084685 -4.460343  0.605
19 N 1.087394 0.051960 -1.254308  0.013
20 C 0.623257 -0.720727 -2.260476  -0.493
21 O 1.271150 -1.254363 -3.160913  0.029
22 C -0.877512 -0.947362 -2.309026  -0.226
23 C -1.357953 -2.192513 -2.710779  -0.086
24 C -2.720390 -2.372570 -2.825831  -0.080
25 C -3.560800 -1.292092 -2.585740  -0.069
26 C -2.985561 -0.081643 -2.239905  -0.146
27 N -1.674801 0.090920 -2.085369  0.152
28 H 4.415847 2.723668 0.362122  0.092
29 H 2.728497 2.440985 4.668573  0.114
30 H 0.895189 2.179614 6.387352  0.101
31 H -1.303964 1.248033 5.626163  0.103
32 H -1.536389 0.531188 3.254930  0.076
33 H 2.419150 0.578398 -3.590885  0.097
34 H -0.652130 -2.988303 -2.897593  0.088
35 H -3.128463 -3.340266 -3.089525  0.104
36 H -4.635894 -1.387440 -2.661491  0.096
37 H -3.602125 0.796022 -2.066434  0.103
38 O -0.985024 3.023584 -1.917115  0.055
39 C -2.202134 3.250065 -1.414755  -0.289
40 C -3.089679 4.017556 -2.174957  -0.026
41 C -4.358079 4.310126 -1.708108  -0.120
42 C -4.767094 3.858416 -0.459564  -0.124
43 C -3.879226 3.109828 0.300004  -0.060
44 C -2.612420 2.774527 -0.160856  -0.107
45 C -1.708683 1.935090 0.724578  -0.404
46 O -0.435633 1.799858 0.245483  -0.267
47 N -2.343133 0.603384 0.963101  0.008
48 N -1.484744 -0.508699 0.712883  -0.108
49 C -2.183797 -1.600857 0.478765  -0.281
50 C -1.807323 -2.902942 0.182525  -0.631
51 Br 0.029228 -3.303763 -0.203570  0.881
52 C -2.672314 -3.989603 0.036914  -0.164
53 C -4.012564 -4.142017 0.501945  -0.236
54 C -4.799184 -5.194279 -0.031710  -0.071
55 C -6.106466 -5.399083 0.347870  -0.133
56 C -6.711472 -4.575165 1.297775  -0.144
57 C -5.948467 -3.565189 1.872698  -0.120
58 C -4.635795 -3.349173 1.495892  -0.054
59 H -0.517551 2.425396 -1.275191  0.070
60 H -2.748916 4.371309 -3.139459  0.110
61 H -5.029107 4.902495 -2.319214  0.089
62 H -5.753163 4.093582 -0.080674  0.083
63 H -4.172668 2.762185 1.284296  0.111
64 H -1.688833 2.435650 1.714039  0.128
65 H -3.207489 0.502410 0.434067  0.091
66 H -3.268543 -1.479457 0.455959  0.114
67 H -2.279228 -4.838144 -0.509349  0.076
68 H -4.345048 -5.847212 -0.768267  0.097
69 H -6.670917 -6.210739 -0.098675  0.086
70 H -7.742234 -4.726526 1.588871  0.077
71 H -6.384051 -2.936116 2.641546  0.091
72 H -4.059502 -2.593209 2.010150  0.092
73 Cl 3.400553 -1.728489 0.520660  0.723
74 C 2.636171 -1.726766 2.085588  -0.689
75 C 1.254185 -1.479134 2.162587  -0.277
76 C 0.711499 -1.961785 3.354342  -0.667
77 Cl -1.026905 -2.068588 3.512229  0.725
78 C 1.453096 -2.388546 4.455306  -0.707
79 Cl 0.689590 -2.891621 5.929406  0.624
80 C 2.840009 -2.404127 4.379156  -0.721
81 Cl 3.799081 -2.834611 5.751897  0.629
82 C 3.436720 -2.116264 3.158706  -0.711
83 Cl 5.152701 -2.263216 2.993248  0.641

Force components x, y, z for each atom (eV/Å):
-0.317 -0.904 -1.183
-0.003 0.004 -0.003
0.020 0.006 -0.045
-0.023 0.053 0.069
0.174 -0.186 -0.067
0.997 0.345 0.053
0.104 0.009 -0.108
-0.114 -0.061 -0.047
-0.170 -0.024 -0.130
0.088 0.001 0.069
-0.123 -0.068 -0.133
0.138 0.067 0.047
-0.062 0.072 -0.027
-0.053 0.746 1.047
0.105 -0.091 0.122
-0.072 -0.076 -0.077
0.031 0.022 -0.009
-0.003 0.005 0.001
0.691 0.548 -0.121
-0.171 -0.276 -0.077
0.042 0.117 0.014
-0.085 0.056 -0.162
-0.063 0.113 -0.286
-0.047 0.038 -0.138
0.039 -0.054 -0.029
0.006 -0.016 -0.010
0.031 0.033 -0.108
-0.002 -0.007 -0.007
0.006 -0.012 -0.013
0.008 0.013 0.013
-0.005 0.002 0.010
0.069 0.046 0.003
0.008 -0.029 0.044
-0.062 0.050 -0.075
-0.008 -0.012 0.006
-0.031 0.001 0.004
-0.037 0.036 -0.004
-0.030 0.131 -0.089
0.149 0.026 -0.079
-0.031 0.010 -0.032
0.011 0.004 -0.007
-0.003 0.004 0.012
-0.042 -0.048 -0.047
0.019 0.022 0.048
-0.193 -0.040 0.135
-0.506 0.346 0.255
-0.308 -0.118 0.289
-0.887 -0.094 0.035
-0.221 0.107 -0.081
0.074 -0.348 0.158
0.088 -0.118 0.434
0.103 0.031 0.067
0.004 0.028 -0.025
0.011 -0.001 -0.017
-0.053 -0.021 0.013
-0.014 -0.008 -0.002
-0.029 0.009 0.020
0.028 0.014 0.013
-0.051 -0.005 -0.014
0.005 -0.004 -0.023
-0.008 0.004 -0.012
-0.019 0.002 0.011
-0.021 -0.012 0.060
0.050 -0.024 -0.077
0.255 0.074 -0.133
0.047 -0.017 0.066
0.033 -0.047 -0.030
0.004 -0.013 -0.041
0.006 -0.006 -0.010
-0.036 -0.013 0.016
0.008 0.006 0.004
0.015 0.052 -0.011
-0.080 0.366 -0.134
-0.132 -0.251 0.000
0.813 -0.638 0.498
-0.140 0.179 0.014
-0.034 -0.120 0.037
0.036 -0.051 0.085
-0.017 0.029 -0.022
-0.031 -0.002 -0.015
0.002 -0.010 0.001
0.012 0.014 -0.041
0.007 -0.012 0.027

## Properties
**Energy above the lowest of the compared OMol25 structures with the same formula, charge and spin**: 1.0393 eV
**Total energy**: -8813.21783 a.u.
**LUMO energy (alpha / beta)**: 3.9 / 3.9 eV
**E_HOMO (alpha / beta)**: -0.73 / -2.50 eV
**Net charge**: -2
**Multiplicity**: 3


Q: Among the records above, which one has the lowest energy above the lowest of the compared OMol25 structures with the same formula, charge and spin?
A: C40H23CaF15GeN3O6PS2